(P)
DFT (the ωB97M-V functional and the def2-TZVPD basis) results for 3 unconnected molecules or ions with the total composition C3H10O3S.

Properties
HOMO level   -9.44 eV
Net charge   0
E_LUMO   0.440 eV
Structure (SMILES)   O=CCCS.O.O

```
17
C3H10O3S (the ωB97M-V functional and the def2-TZVPD basis)
O -1.826 0.580 1.660
C -0.626 0.623 1.523
C 0.192 -0.376 0.641
C 1.694 -0.208 0.807
S 2.479 -1.585 -0.101
H -0.130 1.535 1.856
H -0.262 -1.331 0.892
H -0.063 -0.045 -0.377
H 2.027 -0.330 1.847
H 2.177 0.752 0.473
H 2.919 -0.874 -1.159
O -3.804 2.817 2.529
H -4.316 3.005 1.733
H -2.923 2.540 2.241
O 1.095 -2.566 -4.987
H 0.721 -1.794 -5.417
H 0.647 -2.743 -4.161
```

These are the Mulliken partial charges, in e, on atoms 1 to 4: -0.476 -0.071 -0.297 -0.700

(Q)
DFT (the ωB97M-V functional and the def2-TZVPD basis) results for 3 unconnected molecules or ions with the total composition C3H10O3S.

Properties
HOMO level   -9.10 eV
Net charge   0
E_LUMO   0.165 eV
Structure (SMILES)   O=CCCS.O.O

```
17
C3H10O3S (the ωB97M-V functional and the def2-TZVPD basis)
O 2.662 -1.832 -1.937
C 2.334 -0.585 -1.909
C 1.321 -0.099 -0.865
C 0.925 1.374 -1.011
S -0.739 1.896 -0.177
H 2.994 0.066 -2.407
H 0.500 -0.730 -1.009
H 1.538 -0.503 0.120
H 0.944 1.471 -2.107
H 1.743 2.151 -0.501
H -0.919 1.831 1.248
O 0.124 2.091 3.165
H 0.262 1.730 4.104
H -0.844 2.129 3.354
O -4.019 -3.793 -0.294
H -3.896 -3.275 0.534
H -4.931 -3.923 -0.308
```

These are the Mulliken partial charges, in e, on atoms 1 to 4: -0.508 -0.126 -0.410 -0.552

Relative energies in hartree: (P) 0.0000; (Q) 0.0715